Entry 1:
Here is a cluster of 2 separate species, C25H29N3O2 in total from OMol25. Energies are from wB97M-V/def2-TZVPD.

Structure (XYZ):
```
59
Properties=species:S:1:pos:R:3:forces:R:3
C 1.8567 -2.0449 1.8087 0.26 0.10 0.00
N 0.5713 -2.6503 2.1371 -0.30 -0.32 0.05
C 0.6153 -4.0859 2.4650 0.28 0.02 -0.58
C -0.6265 -4.6069 3.1577 -0.04 -0.26 0.16
C -1.8620 -4.0444 2.4942 -0.36 0.34 -0.31
N -1.7831 -2.6019 2.2315 0.09 -0.28 0.26
C -3.0592 -1.9606 1.9082 -0.13 0.11 -0.05
C -0.5981 -1.9393 2.0792 0.00 1.87 -0.60
C -0.6283 -0.5079 1.8412 1.04 -1.09 2.94
H 1.9334 -1.0090 2.1607 -0.20 -0.28 -0.11
H 2.6403 -2.5961 2.3322 -0.09 -0.08 -0.05
H 2.0949 -2.0677 0.7298 -0.28 0.01 0.37
H 0.7582 -4.6907 1.5425 0.07 0.40 0.30
H 1.4935 -4.2506 3.1006 -0.12 0.04 -0.17
H -0.6538 -5.6871 2.9896 0.05 0.03 0.14
H -0.6145 -4.4878 4.2497 0.01 0.44 -0.33
H -2.0198 -4.5984 1.5441 -0.09 0.30 0.32
H -2.7446 -4.1854 3.1306 0.18 -0.20 -0.20
H -3.1447 -0.9343 2.3041 0.16 -0.53 -0.10
H -3.2621 -1.9196 0.8177 0.28 -0.07 0.45
H -3.8466 -2.5736 2.3658 0.15 0.27 -0.12
H -1.3479 0.0505 2.5165 0.90 -0.70 -1.27
H 0.3700 -0.0489 1.8209 -0.52 -0.36 0.77
C 3.1415 -1.9463 -4.4531 0.05 0.11 -0.09
N 2.1122 -0.9401 -4.3082 -0.27 -0.56 -0.96
C 1.9823 0.0391 -5.3877 0.02 0.14 0.44
C 1.6374 -0.6435 -3.0271 -0.15 0.39 0.66
C 2.1404 0.4725 -2.3310 0.07 -0.53 -0.58
C 1.5319 0.9101 -1.1820 -0.98 0.00 0.62
C 0.3614 0.2567 -0.7336 0.52 -1.05 -0.15
C -0.5794 0.8447 0.1922 -2.82 -0.61 -1.04
C -0.6030 2.2248 0.3975 -0.03 1.44 1.05
C -1.2357 2.8290 1.5937 0.13 -1.00 -0.91
O -1.5803 2.2528 2.6271 -0.02 0.72 -0.56
C -1.3440 4.2868 1.2975 0.08 0.89 -0.45
C -0.8416 4.5557 0.0119 -0.55 0.28 0.25
C -0.8660 5.8243 -0.5563 0.02 -0.40 0.29
C -1.3727 6.8516 0.2341 -0.28 -0.08 0.73
C -1.8808 6.5931 1.5281 0.17 0.15 -0.39
C -1.8866 5.3039 2.0663 0.24 -0.25 -0.12
C -0.3649 3.2982 -0.6214 1.14 -1.49 0.17
O 0.1096 3.1990 -1.7521 -0.60 0.40 0.85
C 0.0902 -1.0386 -1.2277 -0.25 0.30 -0.25
C 0.6589 -1.4638 -2.4103 0.75 0.43 -0.37
H 3.1395 -2.6267 -3.5742 -0.02 0.41 -0.65
H 2.9449 -2.5175 -5.3831 0.34 0.09 0.47
H 4.1356 -1.4508 -4.5227 -0.18 -0.47 -0.01
H 1.0844 0.6445 -5.1796 0.37 -0.20 -0.22
H 2.8464 0.7294 -5.4787 -0.18 -0.21 0.11
H 1.8658 -0.4534 -6.3752 -0.01 0.05 0.60
H 2.9954 1.0210 -2.7289 -0.24 -0.19 -0.01
H 1.9324 1.7619 -0.6399 -0.33 0.03 -0.18
H -1.5996 0.3713 0.3421 1.64 0.69 -1.06
H -0.4955 5.9892 -1.5719 -0.10 -0.07 0.40
H -1.3715 7.8652 -0.1483 -0.08 0.00 0.07
H -2.2705 7.4116 2.1300 0.05 -0.07 -0.21
H -2.2838 5.0549 3.0522 0.08 0.29 -0.25
H -0.6101 -1.6922 -0.6977 -0.08 0.45 -0.26
H 0.3339 -2.3773 -2.9095 0.18 0.17 0.17
```
Forces are in eV/Å.

As for the SMILES: CN(C)c1ccc(C=C2C(=O)c3ccccc3C2=O)cc1.C=C1N(C)CCCN1C. Its orbital gap is 6.138 eV. The spin multiplicity is 1. The calculation puts the LUMO energy at -0.315 eV. The molecular weight comes out at 403.53 Da.

***

Entry 2:
Here is a cluster of 2 separate species, C25H29N3O4 in total from OMol25. Energies are from wB97M-V/def2-TZVPD.

Structure (XYZ):
```
61
Properties=species:S:1:pos:R:3:forces:R:3
C -5.3213 4.0958 -0.8729 0.15 -0.52 0.26
O -5.0505 2.8793 -0.1402 0.29 0.04 -0.65
C -3.8565 2.2738 -0.3735 0.52 0.14 0.04
C -3.5332 1.1527 0.4319 -0.37 0.57 -0.29
C -2.2582 0.6364 0.4007 0.52 0.12 -0.33
C -1.2606 1.2518 -0.3897 -0.58 0.22 0.04
C 0.1157 0.8543 -0.2425 0.28 0.97 0.44
C 1.1652 1.7278 -0.3106 -0.23 -0.44 0.31
C 2.4850 1.1393 -0.5236 0.92 -1.37 0.13
O 2.6654 -0.0685 -0.7364 -0.23 1.57 0.27
N 3.5894 1.9958 -0.4536 -0.68 0.34 -0.17
C 4.9077 1.4237 -0.6431 0.21 -0.27 0.01
C 3.4879 3.3920 -0.3877 0.44 0.42 -0.21
O 4.4672 4.1321 -0.4602 -1.39 -0.99 0.13
N 2.1924 3.9079 -0.2296 0.48 -0.68 0.14
C 2.1208 5.3298 -0.0045 0.19 0.55 0.23
C 1.0779 3.1302 0.1197 -1.01 0.79 0.07
O 0.1359 3.6243 0.7404 1.22 -0.58 -0.95
C -1.6299 2.2767 -1.2925 0.53 -0.57 0.60
C -2.9203 2.7614 -1.3198 -0.36 0.00 0.41
H -6.3092 4.3858 -0.5223 0.10 0.16 -0.14
H -4.5703 4.8679 -0.6321 -0.30 -0.29 -0.08
H -5.3383 3.9105 -1.9591 -0.04 0.06 0.38
H -4.2908 0.7512 1.1003 0.11 0.11 -0.14
H -1.9650 -0.2181 1.0143 -0.21 0.25 -0.12
H 0.3594 -0.1615 0.0372 -0.16 0.37 -0.50
H 5.6042 2.2510 -0.5885 0.18 -0.11 -0.01
H 5.1048 0.6873 0.1408 -0.01 0.13 -0.14
H 4.9771 0.9225 -1.6125 -0.04 0.09 0.14
H 1.0715 5.6089 0.0119 0.09 0.06 0.06
H 2.5995 5.5715 0.9521 -0.19 0.18 -0.20
H 2.6530 5.8425 -0.8069 -0.07 -0.03 0.15
H -0.8499 2.6970 -1.9348 -0.39 -0.13 0.12
H -3.1657 3.5607 -2.0176 -0.01 -0.23 0.29
C 1.2469 -3.3135 4.3493 -0.24 0.12 -0.62
C 1.9115 -4.1632 3.4538 -0.22 0.06 -0.07
C 1.3438 -4.4618 2.2096 -0.18 0.23 0.30
C 0.0998 -3.9234 1.8473 0.14 -0.13 0.18
C -0.5485 -4.3366 0.5472 -0.25 0.18 -0.21
C -0.0369 -3.5712 -0.6727 1.16 -0.34 -0.53
C -0.7059 -3.9650 -2.0085 0.06 0.00 0.31
C -0.7658 -2.6752 -2.8456 0.01 0.10 0.08
C -0.2635 -1.5524 -1.9314 0.31 0.50 -0.02
N -0.1804 -2.1382 -0.6003 -0.72 0.10 0.72
C -0.5401 -3.0398 2.7239 0.20 -0.06 0.11
C 0.0251 -2.7341 3.9681 0.28 -0.32 -0.17
H 1.6939 -3.0705 5.3107 -0.13 -0.11 -0.16
H 2.8667 -4.6137 3.7306 -0.26 0.18 -0.06
H 1.8524 -5.1294 1.5084 -0.12 0.15 0.29
H -0.3458 -5.3991 0.3573 -0.11 0.13 0.11
H -1.6388 -4.2049 0.6091 0.21 -0.02 0.03
H 1.0535 -3.7883 -0.7425 -0.31 -0.25 -0.10
H -0.1174 -4.7384 -2.5042 -0.16 -0.06 0.04
H -1.7142 -4.3539 -1.8282 0.16 -0.01 0.00
H -0.1400 -2.7338 -3.7382 -0.18 -0.06 0.02
H -1.7923 -2.4567 -3.1439 0.10 -0.12 -0.16
H 0.6929 -1.1193 -2.2812 -0.14 -0.35 0.13
H -0.9704 -0.7196 -1.9000 0.00 -0.13 -0.21
H 0.5088 -1.7249 0.0211 0.00 -0.46 -0.42
H -1.4963 -2.6033 2.4190 0.29 -0.16 0.19
H -0.4994 -2.0636 4.6464 0.14 -0.11 -0.12
```
Forces are in eV/Å.

As for the SMILES: COc1ccc(C=C2C(=O)N(C)C(=O)N(C)C2=O)cc1.c1ccc(C[C@H]2CCCN2)cc1. Its orbital gap is 7.457 eV. The spin multiplicity is 1. The calculation puts the LUMO energy at -0.873 eV. The molecular weight comes out at 435.52 Da.

***

Entry 3:
Here is an isolated molecule of C25H29N5O4 from OMol25. Energies are from wB97M-V/def2-TZVPD.

Structure (XYZ):
```
63
Properties=species:S:1:pos:R:3:forces:R:3
C -4.8660 -1.5497 0.5470 -0.20 0.04 0.24
O -4.0701 -1.6318 -0.6070 0.42 -0.11 -0.33
C -2.7383 -1.9198 -0.4558 -0.03 -0.02 0.00
C -2.0740 -2.0510 0.7545 -0.49 0.03 -0.08
C -0.7146 -2.3194 0.7884 0.35 -0.05 -0.16
C 0.0380 -2.4605 -0.3780 -0.39 -0.05 0.18
C -0.6550 -2.3487 -1.5916 -0.03 0.09 0.01
C -2.0045 -2.0829 -1.6305 -0.15 0.05 0.13
H -2.5218 -2.0112 -2.5750 -0.06 0.00 -0.13
H -0.1371 -2.4942 -2.5264 0.05 -0.03 -0.07
N 1.3958 -2.7870 -0.3807 0.27 -0.36 -0.04
C 2.2658 -2.0905 -1.3078 0.07 0.48 -0.13
H 1.8022 -1.9996 -2.2878 0.05 -0.04 0.01
C 2.5985 -0.6945 -0.7706 -0.03 -0.25 -0.31
N 3.2741 -0.8232 0.5102 -0.02 -0.05 -0.01
C 2.4802 -1.5713 1.4737 -0.10 -0.27 0.02
C 2.0998 -2.9303 0.8760 0.04 0.13 0.30
H 1.4987 -3.5051 1.5802 0.04 -0.02 0.00
H 3.0128 -3.4965 0.6662 -0.05 0.00 0.07
H 3.0888 -1.7225 2.3694 -0.03 -0.01 0.07
H 1.5610 -1.0399 1.7564 0.14 -0.03 0.06
C 3.8629 0.3891 1.0613 -0.22 0.34 0.04
C 4.7004 1.0783 0.0278 0.87 -0.74 0.29
C 5.9482 0.7841 -0.4379 -0.64 0.11 0.30
C 6.2480 1.7605 -1.4194 -0.38 0.39 -0.15
C 5.1627 2.5756 -1.4770 0.79 -0.01 -0.48
O 4.2206 2.1711 -0.6074 -0.47 0.10 0.25
H 4.9421 3.4428 -2.0667 -0.12 0.12 -0.03
H 7.1469 1.8409 -1.9948 0.16 0.10 -0.16
H 6.5710 -0.0261 -0.1205 0.08 -0.22 0.13
C 2.8868 1.3982 1.7377 0.25 -0.37 0.21
N 1.8143 1.8363 0.8875 0.02 0.31 -0.31
C 0.5609 1.3835 0.9818 0.19 0.00 0.24
O 0.1297 0.6417 1.8518 -0.11 0.06 0.02
C -0.3175 1.8624 -0.1749 -0.19 -0.01 -0.20
O 0.0517 2.7296 -0.9486 0.10 0.09 -0.03
N -1.4757 1.1995 -0.2270 -0.15 -0.23 0.19
H -1.6183 0.4678 0.4611 0.13 0.04 -0.03
C -2.4956 1.4349 -1.2178 0.12 0.18 -0.32
C -3.8409 1.6814 -0.5950 -0.12 0.05 0.20
C -3.9703 2.2807 0.6523 -0.07 -0.05 -0.15
C -5.2367 2.4812 1.1770 0.00 -0.03 -0.07
C -6.3301 2.0738 0.4288 0.00 0.16 0.33
N -6.2197 1.5054 -0.7600 -0.46 -0.15 -0.29
C -5.0115 1.3141 -1.2537 0.40 0.06 0.02
H -4.9714 0.8373 -2.2240 0.12 -0.09 -0.10
H -7.3406 2.2049 0.7928 -0.05 0.05 0.11
H -5.3694 2.9425 2.1434 -0.04 0.04 0.07
H -3.0914 2.5846 1.2037 0.06 0.00 0.04
H -2.1739 2.3130 -1.7904 -0.05 -0.18 0.01
H -2.5589 0.5793 -1.8991 0.02 0.14 0.02
H 2.0283 2.4251 0.0909 -0.16 -0.08 0.07
H 2.4288 0.9288 2.6112 0.10 0.09 -0.05
H 3.4704 2.2640 2.0629 -0.06 -0.07 0.07
H 4.5412 0.0491 1.8580 -0.06 0.16 -0.09
H 3.2655 -0.1848 -1.4679 -0.06 0.04 -0.03
H 1.6552 -0.1310 -0.7095 0.11 -0.04 -0.10
H 3.1856 -2.6730 -1.4088 -0.03 0.04 -0.06
H -0.2568 -2.4035 1.7595 0.10 0.04 0.07
H -2.5975 -1.9465 1.6923 -0.09 0.01 0.07
H -4.5408 -0.7388 1.2087 0.00 -0.01 -0.02
H -4.8649 -2.4929 1.1034 0.02 0.03 -0.01
H -5.8740 -1.3351 0.1957 0.04 0.00 0.08
```
Forces are in eV/Å.

As for the SMILES: COc1ccc(N2CCN([C@H](CNC(=O)C(=O)NCc3cccnc3)c3ccco3)CC2)cc1. Its orbital gap is 8.076 eV. The spin multiplicity is 1. The calculation puts the LUMO energy at 0.743 eV. The molecular weight comes out at 463.54 Da.

***

Entry 4:
Here is a structure of composition C25H29N5O6S2 from OMol25. Energies are from wB97M-V/def2-TZVPD.

Structure (XYZ):
```
67
Properties=species:S:1:pos:R:3:forces:R:3
C -3.0855 -3.3933 3.4438 0.06 -0.12 0.18
H -2.2847 -4.0997 3.1999 -0.01 0.03 0.01
O -3.3879 -2.5582 2.3551 0.05 0.30 -0.31
C -2.4032 -1.7594 1.8623 -0.09 -0.04 -0.03
C -1.1152 -1.6786 2.3589 -0.24 -0.16 0.12
C -0.1720 -0.8554 1.7575 -0.06 0.28 -0.21
C -0.5149 -0.0873 0.6638 0.04 -0.01 0.40
C -1.8209 -0.1357 0.1764 -0.20 -0.03 0.13
C -2.7641 -0.9673 0.7473 -0.06 -0.05 0.01
O -4.0455 -1.1070 0.3171 0.24 -0.18 0.33
C -4.4491 -0.3785 -0.8169 -0.06 0.14 -0.21
H -4.3993 0.7011 -0.6413 0.01 -0.03 -0.01
H -5.4839 -0.6658 -0.9958 0.06 0.05 -0.02
H -3.8449 -0.6306 -1.6946 0.00 0.03 0.06
H -2.0697 0.4725 -0.6790 -0.09 0.04 -0.13
C 0.4933 0.7398 -0.1000 -0.07 0.07 -0.15
N 0.7969 0.1030 -1.3764 0.14 0.32 0.31
C 0.5578 0.8277 -2.5016 -0.01 0.25 0.27
O 0.1282 1.9826 -2.4060 -0.05 0.11 -0.10
C 0.7951 0.2876 -3.8313 0.20 -0.37 -0.77
C 0.5513 1.0417 -4.9907 0.09 -0.37 0.46
N 0.0818 2.2881 -5.0476 -0.16 0.50 -0.03
H -0.0875 2.7620 -4.1717 0.01 -0.05 -0.13
H -0.0164 2.7094 -5.9603 0.00 -0.02 0.11
C 0.8740 0.2699 -6.1529 0.06 -0.25 0.68
N 1.3124 -0.9482 -5.9168 -0.02 0.09 -0.33
S 1.3804 -1.2706 -4.3386 -0.01 0.45 -0.12
C 0.7444 0.7822 -7.5301 0.09 -0.21 -0.54
O 0.3445 1.9085 -7.7815 -0.07 0.17 0.08
N 1.1086 -0.1033 -8.4785 0.05 -0.12 -0.17
H 1.4316 -1.0148 -8.2035 0.01 -0.01 -0.03
H 1.0590 0.1544 -9.4491 -0.02 0.04 0.09
C 1.2137 -1.2784 -1.3089 0.06 -0.27 -0.14
C 0.0619 -2.2350 -1.3198 -0.29 -0.18 -0.25
C -0.1518 -3.2862 -0.4839 0.21 0.19 -0.23
C -1.3660 -3.9637 -0.7359 -0.20 -0.11 -0.07
C -2.0639 -3.4145 -1.7586 0.06 0.29 -0.20
S -1.2454 -2.0679 -2.4465 0.04 -0.45 0.32
H -3.0122 -3.7125 -2.1588 -0.22 -0.11 -0.05
H -1.7044 -4.8146 -0.1727 -0.10 -0.16 0.09
H 0.5363 -3.5652 0.2936 0.15 0.02 0.19
H 1.7698 -1.4102 -0.3775 0.03 -0.01 -0.22
H 1.9124 -1.4918 -2.1231 0.06 0.05 0.29
C 1.7676 0.9931 0.7108 -0.36 0.35 -0.11
O 2.8389 0.4721 0.4770 0.27 -0.24 -0.13
N 1.5767 1.8871 1.7018 -0.08 0.22 0.27
H 0.6424 2.1889 1.9340 -0.05 -0.07 -0.14
C 2.5849 2.1821 2.6896 -0.06 -0.21 0.38
H 3.5021 1.6765 2.3811 -0.05 0.10 0.06
H 2.7525 3.2632 2.7210 0.10 -0.04 0.05
C 2.1361 1.6904 4.0766 0.50 -0.12 -0.37
H 2.0012 0.6021 4.0357 0.03 0.11 -0.01
C 3.1098 2.1132 5.1830 -0.25 -0.01 -0.06
H 3.1186 1.3704 5.9808 0.05 -0.02 0.00
H 4.1217 2.2383 4.8056 0.09 -0.04 0.01
C 2.4898 3.4170 5.6825 -0.19 -0.08 -0.10
H 2.7863 4.2503 5.0453 0.01 0.05 0.02
C 1.0000 3.1244 5.5195 -0.04 0.22 0.38
H 0.6076 2.6049 6.4051 0.02 0.09 -0.06
O 0.8768 2.2759 4.3907 -0.06 -0.03 -0.24
H 0.3977 4.0183 5.3420 0.04 -0.06 0.06
H 2.7544 3.6481 6.7112 0.03 0.06 0.03
H 0.0581 1.7137 -0.3602 0.13 -0.26 0.15
H 0.8347 -0.8375 2.1460 0.14 0.00 0.07
H -0.8205 -2.2687 3.2116 -0.03 -0.10 0.09
H -4.0004 -3.9451 3.6534 0.09 0.01 0.02
H -2.8015 -2.8158 4.3300 0.01 -0.02 -0.04
```
Forces are in eV/Å.

Its orbital gap is 8.038 eV. The spin multiplicity is 1. The calculation puts the LUMO energy at 0.078 eV. The molecular weight comes out at 559.67 Da.

***

Total energy / a.u.: -1284.6350 -1435.2864 -1544.8060 -2491.7006
Relative energy (zero: lowest compared OMol25 entry of this formula, charge and spin) / kJ/mol: 577.3 266.1 344.6 15.4